[1]
This record from OMol25 describes a cluster of 2 separate species, C8H15N4OP in total at a distorted geometry. The level of theory is ωB97M-V/def2-TZVPD.

As for the frontier orbital gap: 7.50 eV. Its net charge is 0. The HOMO energy is -6.95 eV. The value obtained for the relative energy (zero: lowest compared OMol25 entry of this formula, charge and spin) is 38.7 kcal per mole.

Geometry (Å):
C 3.459 -0.256 0.895
C 3.336 -1.528 0.447
C 2.399 0.608 0.578
C 2.251 -1.963 -0.328
C 1.344 0.250 -0.280
C 1.243 -1.106 -0.637
C -3.481 2.105 -0.434
C -1.187 1.473 2.261
N 0.541 -1.997 -3.799
N -2.800 1.608 0.566
N -0.468 -1.483 -2.998
N -1.970 2.261 1.361
O -1.597 -0.993 -0.703
P -0.431 -1.538 -1.286
H 4.146 0.111 1.692
H 4.070 -2.255 0.609
H 2.265 1.626 1.050
H 2.217 -2.926 -0.641
H 0.431 0.853 -0.358
H -3.988 1.346 -1.009
H -0.308 -2.935 -1.090
H -3.421 3.071 -0.784
H -1.879 1.060 2.980
H -0.578 0.780 1.674
H -0.538 2.156 2.895
H 1.171 -2.560 -3.262
H 1.064 -1.284 -4.251
H -2.716 0.526 0.570
H -0.855 -0.581 -3.369

[2]
This record from OMol25 describes a cluster of 2 separate species, C8H15NO2 in total at a distorted geometry. The level of theory is ωB97M-V/def2-TZVPD.

The SMILES is C#CCOC=O.CCCCN. As for the frontier orbital gap: 10.32 eV. Its net charge is 0. The HOMO energy is -9.53 eV. The value obtained for the relative energy (zero: lowest compared OMol25 entry of this formula, charge and spin) is 85.6 kcal per mole.

Geometry (Å):
C 5.236 0.889 0.202
C 3.789 0.751 -0.256
C 3.235 -0.655 -0.042
C 1.770 -0.800 -0.442
C -6.804 0.912 -0.139
C -4.995 -0.533 0.110
C -3.540 -0.511 0.104
C -2.329 -0.519 0.103
H 5.619 1.904 0.027
H 5.888 0.187 -0.335
H 5.340 0.676 1.276
H 3.729 0.989 -1.295
H 3.150 1.469 0.274
H 3.342 -0.931 1.015
H 3.832 -1.386 -0.607
H 1.483 -1.865 -0.390
H 1.643 -0.488 -1.483
H 0.002 0.015 0.063
H 0.910 -0.275 1.349
H -7.076 1.944 -0.308
H -5.377 -1.201 -0.672
H -5.375 -0.898 1.078
H -1.330 -0.542 0.092
N 0.917 0.062 0.376
O -7.582 0.001 0.022
O -5.477 0.802 -0.121

[3]
This record from OMol25 describes a cluster of 2 separate species, C8H15NO2P in total at a distorted geometry. The level of theory is ωB97M-V/def2-TZVPD.

As for the spin multiplicity: 3. As for the frontier orbital gap (alpha / beta): 5.42 / 6.37 eV. As for the expectation value of S²: 2.006. Its net charge is -1. The HOMO energy (alpha / beta) is -1.85 / -5.32 eV.

Geometry (Å):
C -0.239 -0.428 4.508
C 1.911 -1.358 -3.606
C -2.566 1.819 3.318
C -2.315 -0.484 2.472
C -0.362 0.621 3.577
C 1.701 -1.417 -2.095
C 1.627 -0.058 -1.486
C -1.817 0.780 3.093
N -0.104 -1.323 5.189
O -0.104 -1.031 0.290
O 1.005 1.147 0.979
P 1.061 -0.163 0.188
H 1.051 -0.676 -3.928
H 2.916 -1.034 -3.872
H 1.518 -2.328 -4.082
H -2.397 2.685 3.903
H -3.431 1.989 2.667
H 2.315 -0.901 0.506
H -3.354 -0.298 2.090
H -2.167 -1.327 3.085
H -1.886 -0.828 1.437
H 0.069 0.493 2.602
H -0.035 1.636 3.885
H 2.397 -2.012 -1.522
H 0.710 -1.950 -1.962
H 2.589 0.707 -1.445
H 0.995 0.563 -2.137

[4]
This record from OMol25 describes the molecule C8H15NO3 at a distorted geometry. The level of theory is ωB97M-V/def2-TZVPD.

The SMILES is [O-]/[N+](CCO)=C1\CCCC[C@@H]1O. As for the frontier orbital gap (alpha / beta): 8.66 / 8.66 eV. Its net charge is 0. The HOMO energy (alpha / beta) is -8.30 / -8.30 eV. The value obtained for the relative energy (zero: lowest compared OMol25 entry of this formula, charge and spin) is 124.2 kcal per mole.

Geometry (Å):
C 0.213 0.359 -0.040
C 1.351 1.287 0.424
C 1.960 0.826 1.708
C 2.556 -0.478 1.495
C 1.417 -1.462 1.079
C 0.666 -1.056 -0.159
C -2.068 -0.068 -0.931
C -3.329 0.697 -1.249
N -0.968 0.850 -0.482
O -1.066 2.124 -0.468
O 1.485 -1.256 -1.313
O -4.329 -0.216 -1.515
H 2.127 1.235 -0.389
H 1.043 2.284 0.370
H 2.704 1.464 1.976
H 1.116 0.802 2.421
H 3.240 -0.454 0.635
H 3.090 -0.800 2.297
H 1.729 -2.555 0.963
H 0.656 -1.432 1.966
H -0.109 -1.793 -0.214
H -2.070 -0.785 -0.062
H -1.595 -0.701 -1.830
H -3.102 1.420 -2.039
H -3.843 1.202 -0.474
H 1.079 -0.615 -1.968
H -3.953 -0.880 -2.200

[5]
This record from OMol25 describes a structure of composition C8H15O2P at a distorted geometry. The level of theory is ωB97M-V/def2-TZVPD.

As for the frontier orbital gap (alpha / beta): 6.48 / 7.93 eV. Its net charge is 0. The HOMO energy (alpha / beta) is -7.80 / -8.08 eV. The value obtained for the relative energy (zero: lowest compared OMol25 entry of this formula, charge and spin) is 171.0 kcal per mole.

Geometry (Å):
C 0.144 -0.934 -0.699
C 0.117 -2.241 -0.143
C -1.847 0.607 0.737
C 1.281 -2.973 -0.871
C -2.369 -0.567 1.467
C -0.613 2.043 -1.338
C 0.551 1.288 1.541
C 1.937 0.974 -1.024
O -0.611 -2.685 0.694
O -2.403 1.656 0.760
P 0.252 0.725 -0.187
H 2.211 -2.476 -0.706
H 1.092 -2.853 -2.001
H 1.201 -4.002 -0.685
H -3.425 -0.596 1.671
H -1.832 -1.450 1.038
H -1.992 -0.623 2.539
H -1.179 2.724 -0.721
H 0.251 2.540 -1.984
H -1.230 1.444 -1.912
H 1.609 1.343 1.718
H 0.081 2.300 1.728
H 0.079 0.601 2.214
H 2.490 1.893 -0.760
H 2.498 0.072 -0.992
H 1.708 1.190 -2.084

[6]
This record from OMol25 describes the ion C8H15O3S with charge +1 at a distorted geometry. The level of theory is ωB97M-V/def2-TZVPD.

As for the frontier orbital gap: 10.91 eV. Its net charge is +1. The HOMO energy is -13.94 eV. The value obtained for the relative energy (zero: lowest compared OMol25 entry of this formula, charge and spin) is 42.1 kcal per mole.

Geometry (Å):
C 2.117 0.934 2.089
C -1.366 1.744 -1.842
C -2.112 1.016 -0.663
C -0.458 0.710 -2.513
C -1.260 -0.840 0.830
C -1.462 -0.335 -0.538
C -0.116 -0.252 -1.341
C 2.413 -1.969 1.955
O -0.297 -0.106 1.584
O 0.789 0.486 -0.475
O 1.820 -1.367 0.825
S 1.171 0.070 0.983
H 2.969 1.199 1.563
H 1.534 1.737 2.407
H -2.048 2.214 -2.669
H -0.711 2.404 -1.495
H -1.920 1.554 0.292
H -3.132 0.913 -0.786
H -1.017 0.043 -3.331
H 0.461 1.047 -2.916
H -2.211 -0.851 1.482
H -0.776 -1.814 0.749
H -2.158 -1.103 -1.052
H 0.302 -1.202 -1.599
H 3.511 -2.015 1.691
H 1.870 -2.879 1.981
H 2.087 -1.342 2.790

[7]
This record from OMol25 describes the molecule C8H16BNO at a distorted geometry. The level of theory is ωB97M-V/def2-TZVPD.

The SMILES is CN1CC=CB1OC(C)(C)C. As for the frontier orbital gap: 9.22 eV. Its net charge is 0. The HOMO energy is -8.47 eV. The value obtained for the relative energy (zero: lowest compared OMol25 entry of this formula, charge and spin) is 29.1 kcal per mole.

Geometry (Å):
B -0.175 -0.499 -0.436
C 0.892 -1.628 -0.757
C 0.432 -2.313 -1.791
C -0.983 -1.877 -2.199
C 1.824 1.213 0.673
C 0.012 2.222 1.903
C 0.644 -0.269 2.329
C -2.190 0.228 -1.807
C 0.478 0.945 1.346
N -1.103 -0.643 -1.484
O -0.416 0.609 0.294
H 1.850 -1.816 -0.341
H 0.972 -3.069 -2.249
H -1.169 -1.703 -3.274
H -1.703 -2.642 -1.830
H 2.182 0.282 0.107
H 1.766 1.970 -0.020
H 2.500 1.623 1.532
H -0.873 2.237 2.502
H -0.367 2.715 1.013
H 0.765 2.639 2.517
H 1.677 -0.637 2.203
H 0.474 -0.029 3.389
H -0.134 -0.964 1.955
H -3.096 -0.034 -1.278
H -1.799 1.209 -1.534
H -2.460 0.231 -2.765

[8]
This record from OMol25 describes a structure of composition C8H16Br2N4 at a distorted geometry. The level of theory is ωB97M-V/def2-TZVPD.

As for the frontier orbital gap: 7.40 eV. Its net charge is 0. The HOMO energy is -7.31 eV. The value obtained for the relative energy (zero: lowest compared OMol25 entry of this formula, charge and spin) is 0.0 kcal per mole.

Geometry (Å):
C -3.176 -0.069 1.861
C -1.958 -1.015 2.154
C -2.529 -2.470 2.107
C -0.985 -0.869 0.940
C 0.510 -1.046 1.305
N 1.300 -0.910 0.059
C 1.391 0.272 -0.541
N 0.885 1.457 -0.180
C 1.226 2.332 -1.133
Br 0.685 4.131 -1.052
N 1.951 1.735 -2.052
C 2.519 2.383 -3.221
N 2.054 0.470 -1.689
H -3.256 0.141 0.781
H -2.955 0.900 2.335
H -4.130 -0.504 2.183
H -1.501 -0.792 3.126
H -1.712 -3.203 2.205
H -3.280 -2.575 2.903
H -3.020 -2.606 1.132
H -1.178 0.099 0.459
H -1.214 -1.649 0.193
H 0.642 -2.087 1.631
H 0.860 -0.351 2.078
H 1.736 -1.707 -0.380
H 3.528 1.911 -3.494
H 1.863 2.356 -4.102
H 2.668 3.445 -2.979
H 2.551 -0.241 -2.225
Br 4.525 0.461 -4.399

[9]
This record from OMol25 describes a cluster of 4 separate species, C8H16Br8 in total at a distorted geometry. The level of theory is ωB97M-V/def2-TZVPD.

The SMILES is BrCCBr.BrCCBr.BrCCBr.BrCCBr. As for the frontier orbital gap: 10.33 eV. Its net charge is 0. The HOMO energy is -10.28 eV. The value obtained for the relative energy (zero: lowest compared OMol25 entry of this formula, charge and spin) is 35.7 kcal per mole.

Geometry (Å):
Br -0.044 -7.936 -23.313
C 1.801 -7.427 -23.755
C 2.823 -8.389 -23.162
Br 3.283 -9.959 -24.302
H 1.885 -6.488 -23.208
H 2.024 -7.135 -24.781
H 2.391 -8.694 -22.210
H 3.734 -7.872 -22.860
Br 11.313 -3.431 -17.664
C 12.389 -2.640 -16.228
C 13.800 -2.817 -16.629
Br 15.002 -1.459 -15.757
H 12.127 -3.231 -15.351
H 12.321 -1.557 -16.127
H 13.981 -2.611 -17.684
H 14.157 -3.798 -16.316
Br 8.280 -10.137 -17.738
C 6.493 -9.314 -17.856
C 6.623 -7.831 -18.276
Br 4.832 -6.950 -18.407
H 6.031 -9.552 -16.898
H 5.905 -9.768 -18.654
H 7.148 -7.760 -19.229
H 7.225 -7.406 -17.473
Br 6.355 -2.058 -21.643
C 5.775 -0.309 -20.852
C 5.393 -0.599 -19.355
Br 4.997 1.080 -18.269
H 4.956 0.171 -21.390
H 6.576 0.430 -20.834
H 6.257 -1.146 -18.978
H 4.496 -1.219 -19.347

[10]
This record from OMol25 describes a cluster of 8 separate species, C8H16Cl16 in total at a distorted geometry. The level of theory is ωB97M-V/def2-TZVPD.

The SMILES is ClCCl.ClCCl.ClCCl.ClCCl.ClCCl.ClCCl.ClCCl.ClCCl. As for the frontier orbital gap: 10.70 eV. Its net charge is 0. The HOMO energy is -10.60 eV. The value obtained for the relative energy (zero: lowest compared OMol25 entry of this formula, charge and spin) is 16.5 kcal per mole.

Geometry (Å):
C 13.681 4.736 11.258
Cl 13.361 6.320 10.605
Cl 13.576 3.526 9.984
H 14.644 4.783 11.767
H 12.877 4.568 11.975
C 10.302 5.068 8.384
Cl 10.100 6.850 8.645
Cl 10.024 4.635 6.653
H 11.304 4.721 8.638
H 9.488 4.643 8.969
C 11.417 9.191 11.315
Cl 12.460 10.262 10.272
Cl 10.665 10.093 12.671
H 10.652 8.678 10.732
H 11.992 8.411 11.814
C 6.561 7.512 11.955
Cl 5.878 6.009 11.211
Cl 8.286 7.514 11.777
H 6.080 8.401 11.546
H 6.367 7.471 13.027
C 11.996 9.175 16.306
Cl 11.859 10.928 16.536
Cl 10.890 8.312 17.291
H 11.675 9.037 15.273
H 13.050 8.909 16.386
C 15.484 9.177 11.450
Cl 17.229 9.142 11.737
Cl 14.434 8.982 12.938
H 15.318 10.117 10.925
H 15.301 8.266 10.879
C 10.600 5.242 14.645
Cl 11.192 6.612 13.563
Cl 11.898 4.020 14.774
H 10.332 5.682 15.606
H 9.670 4.866 14.219
C 12.476 13.333 12.346
Cl 13.405 13.837 10.900
Cl 13.473 12.302 13.467
H 12.161 14.196 12.933
H 11.546 12.803 12.140

[11]
This record from OMol25 describes a structure of composition C8H16Cl2N2RhS at a distorted geometry. The level of theory is ωB97M-V/def2-TZVPD.

As for the spin multiplicity: 5. As for the frontier orbital gap (alpha / beta): 4.88 / 7.27 eV. As for the expectation value of S²: 6.017. Its net charge is -1. The HOMO energy (alpha / beta) is -2.03 / -4.44 eV. The value obtained for the relative energy (zero: lowest compared OMol25 entry of this formula, charge and spin) is 24.2 kcal per mole.

Geometry (Å):
Rh 0.433 -0.092 0.366
Cl -0.433 -2.137 -0.255
Cl 0.979 1.882 1.532
C 2.244 -0.410 0.178
H 2.957 0.479 0.233
H 2.638 -1.218 -0.507
C -0.543 1.287 -1.059
C 0.643 0.690 -1.387
H -0.477 2.268 -0.566
C 0.724 -0.397 -2.505
H 1.617 1.215 -1.249
C -0.461 -0.309 -3.474
H 1.653 -0.177 -3.035
H 0.827 -1.433 -2.118
C -1.786 -0.249 -2.700
H -0.361 0.610 -4.071
H -0.457 -1.155 -4.180
C -1.885 0.913 -1.710
H -2.624 -0.198 -3.398
H -1.868 -1.187 -2.138
H -2.341 1.792 -2.201
H -2.564 0.641 -0.880
N 0.198 0.822 4.284
C -0.024 -0.437 4.006
N 0.091 -1.376 4.994
S -0.695 -0.933 2.483
H 0.536 1.077 5.241
H 0.367 1.463 3.486
H 0.014 -2.334 4.775
H 0.598 -1.097 5.854

[12]
This record from OMol25 describes a structure of composition C8H16F6PPdS4 at a distorted geometry. The level of theory is ωB97M-V/def2-TZVPD.

As for the spin multiplicity: 2. As for the frontier orbital gap (alpha / beta): 3.18 / 3.02 eV. As for the expectation value of S²: 0.841. Its net charge is +4. The HOMO energy (alpha / beta) is -23.61 / -23.58 eV.

Geometry (Å):
Pd 0.619 0.000 0.000
C -1.634 1.734 -1.362
C -0.960 1.332 -2.677
S 0.320 0.019 -2.640
C -0.557 -1.589 -2.696
C -1.426 -1.997 -1.507
S -0.469 -2.312 0.043
C -1.634 -1.735 1.362
C -0.960 -1.333 2.677
S 0.320 -0.020 2.640
C -0.557 1.588 2.697
C -1.426 1.996 1.507
S -0.469 2.311 -0.043
H -2.278 0.942 -0.971
H -2.296 2.587 -1.589
H -0.439 2.192 -3.118
H -1.741 1.048 -3.392
H 0.241 -2.322 -2.873
H -1.178 -1.599 -3.603
H -1.894 -2.962 -1.769
H -2.248 -1.300 -1.332
H -2.296 -2.588 1.589
H -2.278 -0.943 0.972
H -0.439 -2.193 3.118
H -1.741 -1.049 3.392
H 0.241 2.321 2.873
H -1.178 1.598 3.603
H -1.894 2.961 1.770
H -2.248 1.298 1.332
F 2.661 -0.002 0.001
P 4.986 0.003 -0.001
F 4.591 1.503 0.390
F 4.597 -1.500 -0.391
F 4.586 0.385 -1.503
F 4.590 -0.381 1.502
F 6.489 0.006 -0.002